Entry 1:
Molecular formula: C35H38EuN7O2SSb
Method: DFT, ωB97M-V/def2-TZVPD

Geometry as XYZ:
```
85
Properties=species:S:1:pos:R:3
Eu -0.16753 -1.68771 0.19101
C -3.40161 -3.22936 0.76648
C -2.90364 -3.49949 -0.62387
C -3.76491 -4.00324 -1.59257
C -3.26323 -4.33270 -2.83026
C -1.89592 -4.20760 -3.06748
C -1.09245 -3.67925 -2.07792
N -1.60874 -3.29674 -0.89173
Sb 1.04397 -4.11052 -2.22856
C 1.13120 -4.75724 -0.14868
C 1.55475 -6.04549 0.11524
C 1.64854 -6.46113 1.44151
C 1.32525 -5.57853 2.44954
C 0.90095 -4.29633 2.11391
C 0.53977 -3.29530 3.18540
N 0.80095 -3.91033 0.84244
C 2.18542 -2.29116 -1.80600
C 3.18953 -1.98601 -2.70802
C 4.16122 -1.05959 -2.34379
C 4.13035 -0.51393 -1.07716
C 3.09616 -0.86431 -0.21517
C 3.07457 -0.37052 1.20523
N 2.13710 -1.70793 -0.59833
H -4.26109 -2.55761 0.75080
H -2.63324 -2.80738 1.40761
H -3.72313 -4.16641 1.22420
H -4.81473 -4.13110 -1.36043
H -3.91711 -4.72102 -3.60136
H -1.46896 -4.53258 -4.00770
H 1.81360 -6.71895 -0.69187
H 1.97671 -7.46563 1.67790
H 1.39816 -5.86843 3.49078
H -0.23682 -3.68460 3.84418
H 0.17363 -2.35690 2.77428
H 1.40482 -3.05733 3.80482
H 3.22935 -2.47211 -3.67466
H 4.95458 -0.80053 -3.03472
H 4.90496 0.16643 -0.74070
H 3.27897 0.69702 1.26936
H 3.84958 -0.87875 1.78284
H 2.12958 -0.57610 1.70152
N -6.15684 0.93586 -0.68925
C -5.11400 0.08605 -0.55997
O -4.98062 -0.91522 -1.23986
C -4.09094 0.41349 0.49353
C -4.33954 1.13212 1.65208
C -3.33138 1.27016 2.59317
C -2.11164 0.67481 2.34853
N -1.85620 -0.01925 1.23028
C -2.82668 -0.12547 0.32433
H -6.86067 0.72819 -1.37814
H -6.22676 1.79701 -0.18005
H -5.31637 1.55774 1.85013
H -3.48998 1.81648 3.51275
H -1.30240 0.75970 3.06402
H -2.62717 -0.65709 -0.60167
C -0.82369 6.74788 -1.18594
C -0.78020 5.32310 -1.72940
C 0.21898 4.47298 -0.96321
N 0.22995 3.10619 -1.51183
C 0.28518 1.93998 -0.89534
S -0.08609 0.50997 -1.73331
N 0.60499 1.86218 0.43824
C 1.30495 2.66741 1.36772
O 0.99485 2.57389 2.53021
C 2.46362 3.46034 0.88037
C 3.16545 3.10000 -0.26786
C 4.26996 3.84097 -0.65934
C 4.66471 4.94223 0.09180
C 3.96805 5.29519 1.24131
C 2.87352 4.54723 1.64312
H -1.53103 7.35821 -1.74668
H 0.15559 7.22695 -1.25569
H -1.13113 6.76084 -0.13733
H -0.49758 5.34075 -2.78723
H -1.76925 4.86177 -1.66763
H -0.05980 4.42440 0.08906
H 1.21558 4.90971 -1.02255
H 0.06034 3.02385 -2.50427
H 0.13308 1.09621 0.89444
H 2.86571 2.23449 -0.84969
H 4.82357 3.56334 -1.54833
H 5.52231 5.52566 -0.21922
H 4.28377 6.14861 1.82731
H 2.32525 4.79750 2.54331
```

The value obtained for the energy is -88130.01378 eV. Its energy relative to the best compared isomer or geometry (same formula, charge and spin) is 0.0 kJ/mol. Its LUMO energy (alpha / beta) is -4.865 / -4.849 eV. As for the net charge: +2. Its frontier orbital gap (alpha / beta) is 0.281 / 0.328 Ha. As for the multiplicity: 8.



Entry 2:
Molecular formula: C10H10Br2Cl4O5
Method: DFT, ωB97M-V/def2-TZVPD

Geometry as XYZ:
```
31
Properties=species:S:1:pos:R:3
C 2.72721 0.09448 0.74825
C 2.09601 -0.60111 -0.43283
O 2.12960 -1.78702 -0.56981
O 1.51170 0.12911 -1.42156
C 1.20760 1.50077 -1.28187
C -0.03275 1.83927 -0.46883
C -1.28326 1.18029 -1.04331
Br -2.16699 2.17253 -2.39715
C -1.78908 -0.01527 -0.76613
C -3.03934 -0.58253 -1.38105
Br -0.93922 -1.19151 0.44423
C -0.16445 3.35779 -0.33966
O -1.09151 3.44285 0.74890
C -0.76724 2.41974 1.58567
O -1.12314 2.29583 2.70486
O 0.06891 1.54803 0.93651
H 2.34827 1.08899 0.96723
H 2.55540 -0.53702 1.62037
H 3.80462 0.15150 0.57010
H 0.99005 1.84296 -2.29839
H 2.06907 2.06862 -0.91658
H -2.86954 -0.83204 -2.43174
H -3.35082 -1.47715 -0.84564
H -3.85034 0.14803 -1.31710
H -0.46752 3.93430 -1.20572
H 0.79614 3.73309 0.03337
Cl -0.87155 -5.88483 0.47466
C 0.13156 -5.18190 1.74992
Cl 1.17168 -6.43745 2.43437
Cl 1.11442 -3.88778 1.07765
Cl -0.91549 -4.53257 3.02129
```

The value obtained for the energy is -210943.56393 eV. As for the SMILES: CC(=O)OC[C@]1(/C(Br)=C(/C)Br)COC(=O)O1.ClC(Cl)(Cl)Cl. Its LUMO energy is 0.270 eV. Its frontier orbital gap is 0.357 Ha.



Entry 3:
Molecular formula: C13H45BHgO7
Method: DFT, ωB97M-V/def2-TZVPD

Geometry as XYZ:
```
67
Properties=species:S:1:pos:R:3
Hg -11.97396 -5.31979 -21.48304
O -15.04464 -3.33612 -23.47367
H -14.94404 -4.27938 -23.32623
H -14.51358 -3.09943 -24.23757
H -14.72344 -2.89968 -22.68123
O -13.54211 -7.50571 -24.21605
H -12.82760 -7.48110 -23.57537
H -14.17602 -8.14946 -23.89148
H -13.91502 -6.62579 -24.30699
B -11.95211 -3.93150 -23.64038
H -11.54140 -3.31628 -24.42591
H -12.14740 -3.31970 -22.77332
H -12.86128 -4.39191 -23.99490
H -11.23554 -4.73478 -23.56618
C -15.26135 -6.25441 -21.35535
O -14.22969 -5.55945 -22.05830
H -15.84012 -6.77109 -22.12096
H -14.85261 -7.04950 -20.73175
H -16.02478 -5.62303 -20.90077
C -11.51743 -5.31289 -18.06760
C -12.20928 -6.67831 -18.19379
C -13.66208 -6.57771 -17.60437
O -12.18405 -7.00116 -19.55201
H -12.19980 -4.50337 -18.32672
H -10.62106 -5.30365 -18.68771
H -11.32540 -5.07916 -17.02042
H -11.69782 -7.46932 -17.64532
H -14.00338 -7.61093 -17.54055
H -14.33024 -5.99464 -18.23815
H -13.73092 -6.02936 -16.66486
H -11.98058 -7.92412 -19.72035
C -17.79725 -7.85801 -17.46274
C -18.21445 -6.48830 -16.88986
C -18.20114 -5.31117 -17.85316
O -19.54170 -6.52287 -16.42684
H -17.65494 -8.39956 -16.52755
H -16.87102 -7.80996 -18.03536
H -18.46172 -8.45578 -18.08664
H -17.41141 -6.21809 -16.20413
H -18.51624 -4.46892 -17.23718
H -18.85506 -5.46006 -18.71242
H -17.22255 -5.09960 -18.28409
H -20.08908 -6.61533 -17.21006
C -19.28672 -4.52980 -21.74469
C -20.00948 -5.86694 -21.98382
C -19.33961 -7.02879 -21.33546
O -21.31583 -5.82385 -21.54754
H -18.37320 -4.37763 -22.31951
H -18.99431 -4.52564 -20.69465
H -19.85027 -3.62079 -21.95492
H -19.92932 -6.02084 -23.05992
H -19.32769 -6.80747 -20.26824
H -18.29722 -7.15233 -21.62918
H -19.81600 -7.97173 -21.60382
H -21.38579 -5.81956 -20.59010
C -17.73986 -10.15401 -23.61725
C -16.35072 -9.92708 -22.99096
C -15.82750 -11.23265 -22.43460
O -15.29890 -9.51104 -23.85827
H -17.99277 -9.28656 -24.22689
H -18.48019 -10.11605 -22.81814
H -17.81696 -11.12318 -24.11005
H -16.48346 -9.20339 -22.18676
H -14.84659 -11.61089 -22.72244
H -16.50005 -12.06669 -22.63495
H -15.87776 -11.09675 -21.35428
H -15.49719 -9.87455 -24.72438
```

The value obtained for the energy is -33370.00821 eV. Its energy relative to the best compared isomer or geometry (same formula, charge and spin) is 19.3 kJ/mol. Its LUMO energy is -9.183 eV. As for the net charge: +2. Its frontier orbital gap is 0.177 Ha.



Entry 4:
Molecular formula: C22H59Li2N4O9
Method: DFT, ωB97M-V/def2-TZVPD

Geometry as XYZ:
```
96
Properties=species:S:1:pos:R:3
Li 1.83423 -5.45705 -1.36870
Li -0.43372 -4.84286 -3.55170
C -0.95071 -2.39440 -1.46548
C 0.52943 -2.75885 -1.60545
C 1.22935 -2.56636 -0.29294
O 0.75513 -4.01750 -2.16065
H -1.47353 -2.36468 -2.42305
H -1.09964 -1.45473 -0.92843
H -1.42073 -3.14149 -0.80742
H 0.92085 -1.98371 -2.30279
H 2.31174 -2.70688 -0.40829
H 0.94079 -3.34823 0.42048
H 1.01552 -1.59364 0.13700
C 3.16061 0.34363 -5.45468
O 4.20469 0.05646 -6.00390
N 2.27787 -0.59479 -4.95381
N 2.78000 1.66762 -5.26432
H 2.50576 -1.56504 -4.99332
H 1.39166 -0.28779 -4.58765
H 3.54614 2.30664 -5.37660
H 2.09911 1.89683 -4.56157
C -3.51831 -0.20232 6.09011
C -2.21226 0.22272 5.42274
C -1.11188 -0.00221 6.44903
C 0.28330 0.00207 5.87146
C 0.34238 -0.95871 4.65693
C -0.71380 -0.70020 3.60206
N -2.01828 -0.61325 4.24507
O -3.05199 -0.42198 3.30321
C -0.35359 0.57010 2.79545
C -0.72650 -1.86396 2.63240
C -2.30676 1.73787 5.11606
H -3.55146 0.13609 7.12958
H -3.56317 -1.29642 6.13458
H -4.42593 0.14489 5.59970
H -1.22028 0.82036 7.16595
H -1.31506 -0.89800 7.04108
H 1.05835 -0.37153 6.54190
H 0.60859 0.97840 5.50501
H 0.28022 -2.00457 4.98613
H 1.34156 -0.87542 4.21306
H -1.11167 0.83218 2.04960
H -0.14986 1.41664 3.44803
H 0.55767 0.38903 2.21956
H -1.29819 -1.57986 1.74541
H 0.24547 -2.24345 2.30636
H -1.16666 -2.77619 3.05653
H -2.56912 1.96816 4.08610
H -1.35357 2.23468 5.33882
H -2.99534 2.22647 5.80558
H -2.89392 0.44077 2.87938
C 1.66190 2.46219 0.33723
C 1.47854 2.12770 -1.11283
C 0.20329 1.27638 -1.28532
C -1.11636 2.03087 -1.33984
C -0.96841 3.19041 -2.35194
C 0.24709 4.08343 -2.08664
N 1.44426 3.27792 -2.03056
O 2.56165 4.11500 -1.77881
C 0.31530 5.00443 -3.30841
C -0.05172 4.98078 -0.88242
C 2.61986 1.20893 -1.58471
H 0.78031 2.84943 0.83477
H 2.49541 3.16740 0.41956
H 2.04662 1.58223 0.86043
H 0.25536 0.55370 -2.10127
H 0.23117 0.69330 -0.35117
H -1.39117 2.48700 -0.38200
H -1.94415 1.40834 -1.68515
H -1.84801 3.82960 -2.37504
H -0.80662 2.73577 -3.33840
H 0.39613 4.44780 -4.23905
H -0.50509 5.72020 -3.30856
H 1.20476 5.64740 -3.25000
H 0.74725 5.69939 -0.68760
H -0.98197 5.52131 -1.04832
H -0.15982 4.42139 0.05069
H 2.48052 0.98469 -2.64654
H 2.55987 0.23211 -1.09790
H 3.58679 1.69365 -1.45525
H 3.11475 4.00978 -2.56090
O -2.18623 -5.30587 -2.68758
H -2.18988 -5.95204 -1.97289
H -2.97391 -4.74452 -2.50472
O -0.58474 -0.44982 -4.31078
H -0.54199 -1.15552 -3.65252
H -1.50407 -0.16093 -4.31652
O -4.04072 -3.33994 -2.20766
H -4.14490 -2.53940 -2.73515
H -4.15915 -3.05605 -1.29226
O 1.42391 -5.90715 0.46833
H 1.96474 -5.46724 1.13899
H 0.53613 -5.93551 0.84499
O 3.74650 -2.99606 -3.50128
H 2.78698 -3.01614 -3.37348
H 3.99535 -3.92187 -3.59501
```

The value obtained for the energy is -48565.11567 eV. Its energy relative to the best compared isomer or geometry (same formula, charge and spin) is 0.0 kJ/mol. Its LUMO energy is -3.849 eV. As for the net charge: +1. Its frontier orbital gap is 0.243 Ha.